1.
{
  "formula": "C7H8S",
  "method": "wB97M-V/def2-TZVPD",
  "relative_energy_ev": 3.539,
  "total_energy_ha": -669.5644,
  "e_homo_ev": -8.64,
  "smiles": "Cc1csc2c1[C@@H]2C",
  "spin_multiplicity": 1,
  "symbols": ["C", "C", "C", "S", "C", "C", "C", "C", "H", "H", "H", "H", "H", "H", "H", "H"],
  "xyz": [[-0.539, -1.969, 1.219], [-0.330, -1.231, -0.026], [-0.672, -1.734, -1.257], [-0.225, -0.690, -2.533], [0.194, 0.624, -1.488], [0.113, 0.104, -0.216], [0.992, 1.256, -0.197], [0.439, 2.599, 0.251], [0.183, -1.899, 2.048], [-1.414, -1.376, 1.561], [-0.708, -3.073, 1.050], [-0.972, -2.687, -1.409], [2.006, 1.142, -0.018], [0.152, 2.638, 1.338], [-0.347, 2.820, -0.322], [1.127, 3.476, 0.001]],
  "forces_ev_per_angstrom": [[-1.0132, -0.4357, 1.2888], [1.0628, 0.1857, -1.4569], [1.8004, 2.6768, 1.0404], [0.2062, 0.9666, -0.4085], [0.1270, -1.3100, 1.9425], [-0.3991, 0.4717, -0.9794], [-2.4339, 0.3232, -0.4276], [3.4917, 0.7825, 1.8015], [0.2023, 0.2961, -0.7046], [-0.0950, -1.3025, 0.6658], [-0.2958, 1.3652, 0.1856], [-1.2251, -2.7265, -0.7174], [2.0487, -0.4502, 0.0156], [0.4501, -0.1672, -1.0065], [-3.5428, 0.6018, -1.9024], [-0.3843, -1.2773, 0.6632]],
  "lowdin_charge": [-0.0603, -0.3509, -0.3677, 0.9861, -0.3450, -0.2433, -0.1690, -0.0761, 0.0819, 0.0976, 0.1004, 0.0373, 0.0939, 0.0988, 0.0157, 0.1006]
}

---

2.
{
  "formula": "C4H7N3O",
  "method": "wB97M-V/def2-TZVPD",
  "relative_energy_ev": 5.370,
  "total_energy_ha": -395.9511,
  "e_homo_ev": -8.37,
  "smiles": "C/N=c1/ccon1N",
  "spin_multiplicity": 1,
  "symbols": ["C", "N", "C", "C", "C", "O", "N", "N", "H", "H", "H", "H", "H", "H", "H"],
  "xyz": [[-2.499, -0.260, 0.317], [-1.390, -1.001, -0.214], [-0.203, -0.607, -0.034], [1.087, -1.322, -0.255], [2.120, -0.443, 0.085], [1.732, 0.722, 0.343], [0.218, 0.679, 0.226], [-0.344, 1.716, -0.455], [-2.710, 0.561, -0.493], [-3.530, -0.866, 0.511], [-2.417, 0.156, 1.407], [1.120, -2.367, -0.706], [3.166, -0.695, 0.183], [-0.997, 2.178, 0.026], [-0.897, 1.292, -1.244]],
  "forces_ev_per_angstrom": [[-2.7474, 1.1950, 0.3386], [-0.6210, -1.1052, 1.1143], [2.8636, -0.9942, -1.4772], [0.4973, -0.6212, -0.2499], [-1.5439, -5.7882, -1.8368], [-2.7238, 4.2537, 0.3480], [0.3014, 1.5010, 2.3027], [2.2983, -2.9138, -4.0281], [-0.4099, -1.0431, 2.0019], [2.5694, 0.8498, -1.2198], [0.6418, -0.1645, -2.0009], [0.2341, 1.6480, 1.1233], [0.0705, 0.2900, 0.0049], [-2.6326, 2.2909, 3.1436], [1.2022, 0.6018, 0.4354]],
  "lowdin_charge": [-0.2004, -0.0015, -0.4041, 0.0205, -0.1886, 0.0484, -0.0694, 0.1203, 0.0774, 0.1005, 0.0937, 0.1208, 0.1291, 0.0332, 0.1200]
}

---

3.
{
  "formula": "C3H12N2O",
  "method": "wB97M-V/def2-TZVPD",
  "relative_energy_ev": 0.639,
  "total_energy_ha": -306.2205,
  "e_homo_ev": -8.77,
  "smiles": "C[C@H](N)CN.O",
  "spin_multiplicity": 1,
  "symbols": ["C", "C", "N", "C", "N", "H", "H", "H", "H", "H", "H", "H", "H", "H", "H", "O", "H", "H"],
  "xyz": [[-0.425, 1.743, 0.158], [-0.732, 0.286, -0.108], [0.418, -0.291, -0.801], [-1.968, 0.097, -0.988], [-2.725, -1.135, -0.895], [0.065, 1.954, 1.115], [0.224, 2.136, -0.626], [-1.293, 2.392, 0.162], [-0.868, -0.271, 0.822], [1.354, -0.014, -0.573], [0.319, -1.121, -1.353], [-1.726, 0.423, -1.998], [-2.663, 0.904, -0.723], [-2.138, -1.941, -1.137], [-2.789, -1.366, 0.103], [5.168, -1.610, 2.326], [5.069, -1.092, 1.519], [4.711, -1.094, 2.997]],
  "forces_ev_per_angstrom": [[0.2625, 0.8577, 0.2342], [0.8708, -0.8602, -0.6069], [-0.0190, 0.2343, -0.3840], [-0.6207, 1.7303, 0.4442], [0.9129, -1.3524, 0.6496], [0.0944, -0.3918, -0.1065], [0.0258, -0.0778, -0.0547], [-0.4427, -0.1034, -0.0104], [-0.4247, 0.2053, 0.3431], [-0.0765, -0.1156, 0.1870], [0.0002, -0.1064, 0.1872], [0.2183, -0.7275, -0.3822], [-0.1373, -0.1838, 0.3659], [-0.0915, 0.3391, -0.7332], [-0.5735, 0.5526, -0.1339], [-0.0440, 0.1105, -0.1022], [0.0382, -0.0846, 0.0652], [0.0068, -0.0264, 0.0377]],
  "lowdin_charge": [-0.0768, -0.4540, 0.0131, -0.2891, -0.0050, 0.0755, 0.0774, 0.0662, 0.1199, 0.0607, 0.0604, 0.1184, 0.1021, 0.0628, 0.0689, -0.0615, 0.0308, 0.0304]
}

---

4.
{
  "formula": "C4H10NOS",
  "method": "wB97M-V/def2-TZVPD",
  "relative_energy_ev": 3.707,
  "total_energy_ha": -686.5284,
  "e_homo_ev": -2.69,
  "total_charge": -1,
  "smiles": "C[C@H](CS)NC[O-]",
  "spin_multiplicity": 1,
  "symbols": ["C", "C", "C", "S", "N", "C", "O", "H", "H", "H", "H", "H", "H", "H", "H", "H", "H"],
  "xyz": [[-0.855, 1.432, -0.415], [0.395, 0.338, -0.414], [-0.260, -1.085, -0.720], [-1.053, -1.151, -2.560], [1.218, 0.475, 0.753], [0.607, -0.255, 1.958], [-0.571, 0.080, 2.340], [-0.670, 2.437, -0.478], [-1.405, 1.145, -1.262], [-1.246, 1.306, 0.653], [1.030, 0.533, -1.305], [0.621, -1.802, -0.877], [-0.964, -1.524, 0.025], [-0.323, -2.123, -3.188], [1.287, 1.490, 0.959], [0.879, -1.292, 1.674], [1.310, -0.003, 2.858]],
  "forces_ev_per_angstrom": [[1.3736, -3.8224, 2.6815], [-2.2145, 1.7233, -1.6259], [2.0208, -0.8386, -0.9830], [0.5160, 0.1033, 1.4678], [0.2498, -0.1764, 0.7605], [2.4838, 1.2114, 1.5389], [-2.1904, -0.1485, -0.4269], [1.4435, 2.5838, -0.4864], [-1.6458, -0.2641, -0.7650], [-0.2642, -0.3881, -1.6657], [-0.3958, -0.0722, 0.2143], [-1.3029, 0.8131, 0.5056], [0.3794, 0.7606, -0.7220], [-0.0987, 0.4381, 0.7494], [-0.2299, -0.9393, -0.0790], [-0.5004, -0.5910, 0.0174], [0.3757, -0.3932, -1.1817]],
  "lowdin_charge": [-0.0678, -0.4542, -0.3972, 0.5497, -0.0741, -0.6121, -0.2916, 0.0074, -0.0139, 0.0798, 0.0976, 0.0688, 0.0708, -0.2000, 0.0926, 0.0638, 0.0806]
}